Record 1
ORCA calculation (wB97M-V/def2-TZVPD) on C17H18N4O2S in the gas phase in a non-equilibrium geometry.

```
42
Properties=species:S:1:pos:R:3:forces:R:3
N -2.965241 -3.686719 0.797501 0.2 -0.3 0.1
C -3.574720 -2.784537 0.431255 0.3 -0.4 0.2
C -4.269731 -1.647734 -0.000034 -0.2 1.0 -0.2
C -5.542719 -1.638479 -0.635821 -0.1 0.1 0.0
C -5.949178 -0.385529 -0.940919 0.2 0.1 0.1
S -4.813272 0.836141 -0.476066 -0.4 -0.6 -0.2
C -3.762570 -0.372126 0.149964 -0.2 0.0 -0.1
N -2.554945 -0.041184 0.727143 -0.1 -0.3 0.0
C -2.136730 1.257802 0.804465 0.3 -0.1 0.3
O -2.827537 2.155544 0.377318 0.2 0.3 0.1
C -0.777402 1.451440 1.447695 0.2 0.1 -0.1
N 0.242089 1.641733 0.431170 -0.2 0.0 0.1
C 1.496253 2.095489 1.006795 0.2 0.2 -0.1
C 2.494543 2.413662 -0.112120 -0.1 0.1 0.4
N 2.738183 1.246645 -0.932133 -0.2 0.3 -0.3
C 3.728395 0.340284 -0.550636 0.3 -0.3 0.0
C 4.995605 0.816001 -0.191042 -0.1 0.0 0.0
C 6.022334 -0.040200 0.138986 0.1 -0.3 0.1
C 5.828417 -1.417184 0.107066 -0.3 0.0 -0.1
O 6.870897 -2.233946 0.441391 0.2 -0.1 0.0
C 4.587546 -1.906632 -0.268194 0.3 0.0 0.1
C 3.553629 -1.043735 -0.587014 -0.1 0.2 0.0
C 1.484630 0.777821 -1.472347 -0.2 -0.2 0.1
C 0.459962 0.454913 -0.377968 0.1 0.0 -0.3
H -6.098950 -2.535302 -0.840006 -0.1 -0.1 0.0
H -6.862731 -0.096651 -1.420351 -0.2 0.1 -0.1
H -1.987489 -0.800505 1.080258 0.0 0.2 0.0
H -0.826637 2.366339 2.043230 -0.1 -0.1 0.0
H -0.549411 0.600116 2.117971 0.0 0.1 0.0
H 1.304302 2.998008 1.590586 0.0 0.0 0.0
H 1.935053 1.330248 1.674195 0.0 0.1 0.0
H 3.420883 2.776923 0.327695 0.0 0.0 -0.1
H 2.073196 3.196046 -0.750288 0.1 0.0 0.1
H 5.190114 1.877061 -0.188889 0.0 0.1 0.0
H 6.992229 0.341631 0.415207 0.1 0.1 0.0
H 6.595397 -3.154773 0.364074 0.0 0.1 0.0
H 4.418060 -2.975308 -0.306382 0.0 -0.1 0.0
H 2.605927 -1.477797 -0.863847 -0.1 0.0 0.0
H 1.650995 -0.087226 -2.113586 0.0 0.0 0.0
H 1.076064 1.586898 -2.087001 0.0 -0.1 0.0
H -0.482042 0.167480 -0.850612 0.1 -0.1 0.0
H 0.820722 -0.388919 0.239743 -0.1 0.0 0.0
```
Forces are in eV/Å.

The value obtained for the total energy is -1426.29249 Eh. The largest force on an atom is 1.07 eV/Å. The calculation puts the energy above the lowest of the compared OMol25 structures with the same formula, charge and spin at 1.976 eV. Its gap between HOMO and LUMO is 7.986 eV. As for the spin multiplicity: 1. Its SMILES is N#Cc1ccsc1NC(=O)CN1CCN(c2ccc(O)cc2)CC1. As for the lowest unoccupied orbital energy: 0.495 eV.

Results of the natural (NBO) charge analysis, in e, for atoms 1 through 4: -0.322, 0.275, -0.290, -0.200

Record 2
ORCA calculation (wB97M-V/def2-TZVPD) on C17H18N4O4 in the gas phase in a non-equilibrium geometry.

```
43
Properties=species:S:1:pos:R:3:forces:R:3
C -0.500222 2.537231 2.292939 -2.9 1.2 2.1
C -1.107397 1.225250 3.007682 2.0 2.7 1.8
N -1.494734 0.254028 2.060505 0.3 -1.6 -3.2
C -1.430741 -1.073012 2.503874 -1.2 -3.5 -0.8
N -2.523114 -1.450834 3.223801 0.5 1.1 0.1
C -2.716469 -2.685881 3.583104 0.5 -2.4 1.2
C -1.769668 -3.733992 3.308972 1.2 1.1 -0.8
C -0.576227 -3.425472 2.642509 -2.0 2.9 -1.0
C -0.509539 -2.093504 2.069956 0.0 1.3 1.3
C 0.709018 -1.727822 1.264055 1.3 -0.3 -0.3
O 1.769921 -2.305997 1.450205 0.0 -0.8 0.8
N 0.785276 -0.782110 0.273196 -2.7 0.0 1.0
C -0.341537 -0.066714 -0.246864 -0.2 0.7 0.7
C -0.280317 0.385900 -1.676332 -0.2 1.0 0.9
C 0.725949 -0.312388 -2.709964 1.5 4.4 -0.6
O 0.818286 0.451474 -3.982950 0.4 -0.5 1.6
C 1.804759 1.515835 -3.866495 -0.2 0.0 -0.7
C 3.234533 0.974035 -3.653666 -0.8 -1.9 0.1
C 3.145637 -0.485090 -3.067682 -0.5 0.0 -2.0
O 2.028768 -0.629933 -2.208920 -0.1 1.1 1.2
C -1.070006 1.511702 -1.939811 2.7 -5.2 -3.1
C -2.046518 1.910167 -1.042430 2.0 -4.9 2.0
O -2.190159 3.025467 -0.900081 -3.1 10.3 0.0
N -2.420503 1.131285 0.034949 2.3 -3.6 -1.2
C -1.357353 0.401615 0.616401 0.5 -0.2 -0.5
H -0.036219 3.313724 3.017723 -0.5 -1.7 -1.0
H 0.147281 2.280268 1.490243 0.7 -0.2 -0.5
H -1.409941 3.092584 1.889652 1.3 -0.5 0.1
H -0.250970 0.801522 3.571486 -0.3 0.2 0.0
H -1.897154 1.456124 3.821656 0.9 -0.2 -1.6
H -3.594876 -2.945669 4.268903 1.0 0.6 -1.3
H -1.856759 -4.782301 3.487557 -0.8 -0.4 0.8
H 0.233340 -4.090035 2.416550 0.1 -0.4 0.0
H 1.700666 -0.823704 -0.140695 0.0 0.4 -0.6
H 0.438015 -1.239309 -2.956401 -2.4 -3.1 -1.2
H 1.535151 2.072246 -3.013260 -0.3 0.8 1.3
H 1.684607 2.268939 -4.715251 0.2 -1.5 0.7
H 3.759207 1.458962 -2.862148 0.4 1.3 0.1
H 3.774222 0.930342 -4.597742 0.3 0.2 0.2
H 4.017355 -0.799819 -2.480771 -0.2 0.4 -0.1
H 3.076033 -1.178826 -3.945335 -0.1 0.2 0.7
H -1.015750 1.992207 -2.903581 0.0 0.2 0.0
H -2.991853 1.641507 0.614463 -1.5 1.1 1.9
```
Forces are in eV/Å.

The value obtained for the total energy is -1178.44721 Eh. The largest force on an atom is 10.72 eV/Å. The calculation puts the energy above the lowest of the compared OMol25 structures with the same formula, charge and spin at 6.080 eV. Its gap between HOMO and LUMO is 7.898 eV. As for the spin multiplicity: 1. Its SMILES is CCN1c2ncccc2C(=O)Nc2c(C3OCCCO3)cc(=O)[nH]c21. As for the lowest unoccupied orbital energy: 0.051 eV.

Results of the natural (NBO) charge analysis, in e, for atoms 1 through 4: -0.627, -0.197, -0.508, 0.402

Record 3
ORCA calculation (wB97M-V/def2-TZVPD) on a molecular structure, C17H18N5NiO3PS2.

```
47
Properties=species:S:1:pos:R:3:forces:R:3
Ni 0.542002 -0.977890 1.083636 0.1 0.2 -0.5
S 2.792383 -1.010778 0.632857 -0.4 0.1 0.2
C 2.364331 -0.626543 2.282546 0.1 -0.2 0.2
S 1.360191 -1.829231 3.012310 -0.1 0.2 -0.1
C 2.619248 0.623419 2.836613 0.1 0.5 0.1
C 2.212051 0.959894 4.168213 0.1 -0.1 -0.3
N 1.892619 1.233630 5.239950 0.0 0.1 0.0
C 3.141866 1.664909 2.008551 0.0 -0.5 0.2
N 3.483609 2.484133 1.267510 0.0 0.1 0.1
O -3.969102 -4.164640 0.665030 0.1 0.1 0.0
C -2.659082 -4.368746 0.454114 -0.1 0.0 0.0
C -2.214691 -5.688231 0.365746 0.1 0.0 0.0
C -0.885780 -5.959541 0.106489 0.0 0.0 0.0
C 0.030436 -4.925157 -0.077918 -0.1 0.0 0.0
C -0.409086 -3.621096 0.041460 0.0 -0.1 0.0
C -1.736389 -3.312953 0.332266 0.0 -0.2 -0.1
C -2.204959 -1.913058 0.516931 -0.2 -0.1 0.4
O -3.409664 -1.657164 0.405959 0.0 0.1 -0.1
O -1.349869 -1.000624 0.831256 0.1 0.0 0.1
H -4.099387 -3.187145 0.602865 0.0 0.0 0.0
H -2.938776 -6.482137 0.494548 0.0 0.0 0.0
H -0.557952 -6.989935 0.038071 0.0 0.0 0.0
H 1.067756 -5.134399 -0.299182 0.0 0.0 0.0
H 0.303885 -2.819901 -0.130340 0.0 0.0 0.0
C 1.167380 3.885704 -1.040232 -0.1 -0.1 0.0
N 1.346884 2.669786 -1.968997 0.0 -0.1 0.1
C 0.081102 2.493429 -2.814963 0.1 -0.1 0.1
N -1.073750 2.389347 -1.993988 0.0 0.0 0.0
C -1.185165 3.573115 -1.140760 0.0 0.0 0.0
N -0.023343 3.755013 -0.271586 0.0 0.0 -0.1
C 0.075202 2.712665 0.759927 0.0 -0.1 0.1
P 0.256915 1.039606 -0.002293 0.2 -0.4 -0.2
C 1.640228 1.430947 -1.159106 0.0 0.3 -0.1
C -1.131591 1.139097 -1.209535 0.1 0.2 0.0
H 1.112501 4.753815 -1.696142 0.0 0.0 0.0
H 2.055246 3.924980 -0.409804 0.0 0.0 0.0
H 2.136502 2.852316 -2.588419 0.0 0.0 0.0
H 0.231461 1.595898 -3.412484 0.0 0.0 0.0
H 0.023807 3.370351 -3.459320 0.0 0.0 0.0
H -2.077384 3.481704 -0.525182 0.0 0.0 0.0
H -1.285254 4.453753 -1.776888 0.0 0.0 0.0
H -0.827526 2.724210 1.371096 0.0 0.0 0.0
H 0.925897 2.907524 1.412386 0.0 0.0 0.0
H 1.807905 0.595684 -1.837433 -0.1 0.0 -0.1
H 2.550494 1.600496 -0.585064 0.0 0.0 0.0
H -2.074330 1.086129 -0.665330 0.0 0.0 0.0
H -1.108830 0.267625 -1.865359 0.0 0.0 -0.1
```
Forces are in eV/Å.

The value obtained for the total energy is -3804.12083 Eh. The largest force on an atom is 0.55 eV/Å. The calculation puts the energy above the lowest of the compared OMol25 structures with the same formula, charge and spin at 0.438 eV. Its gap between HOMO and LUMO (alpha / beta) is 6.745 / 7.240 eV. As for the spin multiplicity: 1. As for the lowest unoccupied orbital energy (alpha / beta): -1.351 / -0.875 eV.

Results of the natural (NBO) charge analysis, in e, for atoms 1 through 4: 0.901, -0.199, -0.290, -0.079